The following is a DFT calculation (wB97M-V/def2-TZVPD) of a molecular structure, C33H33AuGeN2S2.

Geometry as XYZ:
```
72
Properties=species:S:1:pos:R:3:forces:R:3
Au 0.979637 0.873742 -0.119601 0.56 0.20 -0.02
C 1.620431 -2.167717 -0.278000 -0.08 -0.04 -0.04
N 2.110070 -0.910216 -0.894285 0.02 -0.04 -0.09
C 1.836415 -0.960844 -2.377583 -0.02 0.03 0.00
C 0.533592 -0.300344 -2.801267 0.02 -0.08 -0.08
N 0.527768 1.111567 -2.414511 -0.15 0.11 -0.02
C 1.553020 1.930086 -3.086425 0.03 0.02 -0.03
C -0.758109 1.772559 -2.456989 -0.01 -0.03 -0.12
C -1.573653 1.655561 -3.572973 0.01 -0.04 -0.05
C -2.771551 2.350468 -3.658718 0.03 0.00 0.01
C -3.146285 3.194347 -2.626325 0.00 0.02 0.05
C -2.342836 3.314398 -1.501309 -0.07 -0.02 -0.05
C -1.154469 2.598124 -1.399196 0.05 0.07 0.26
S -0.183782 2.847334 0.094158 -0.16 -0.30 -0.12
C 3.563288 -0.792478 -0.675738 0.06 -0.03 0.02
C 4.387975 -1.810065 -1.152911 -0.02 -0.03 -0.02
C 5.756737 -1.752164 -0.989308 0.04 0.02 0.02
C 6.319856 -0.661871 -0.335211 -0.02 -0.01 -0.02
C 5.511520 0.351179 0.135724 -0.02 -0.02 0.01
C 4.121070 0.306630 -0.033396 0.01 -0.06 -0.02
S 3.215331 1.687935 0.561594 -0.10 0.01 0.02
H 2.131523 -3.031240 -0.705200 0.01 0.02 -0.01
H 0.552120 -2.262700 -0.459349 0.12 -0.01 -0.05
H 1.802933 -2.137281 0.790774 -0.01 -0.01 0.05
H 1.818857 -2.005264 -2.696203 0.02 0.00 0.01
H 2.672229 -0.487130 -2.886988 0.02 0.02 0.04
H -0.328078 -0.782647 -2.332461 0.08 0.01 -0.03
H 0.443157 -0.437379 -3.887169 0.00 0.03 0.00
H 1.480273 1.838965 -4.175598 -0.02 0.00 0.00
H 2.552991 1.644609 -2.761460 -0.01 -0.02 -0.01
H 1.401801 2.970260 -2.806752 0.01 0.00 0.01
H -1.264412 1.018676 -4.393000 0.00 0.01 0.00
H -3.396608 2.242265 -4.534388 0.00 0.00 0.00
H -4.068407 3.756703 -2.684980 0.00 0.00 -0.01
H -2.642579 3.965944 -0.690056 0.01 -0.02 0.03
H 3.959705 -2.660650 -1.668596 -0.01 0.02 0.01
H 6.379595 -2.551222 -1.366352 0.00 0.00 0.00
H 7.390782 -0.601523 -0.196680 0.00 0.00 0.01
H 5.946426 1.203721 0.641585 0.00 0.00 0.01
C 1.146009 1.245556 3.409054 -0.10 -0.06 0.00
Ge -0.262878 0.714469 2.183233 -0.19 0.21 0.04
C -1.986930 1.482493 2.662372 0.15 -0.04 0.24
C -3.017490 1.916262 1.837218 0.02 -0.07 -0.01
C -4.222713 2.334250 2.379705 -0.02 0.01 -0.05
C -4.415756 2.325008 3.754186 0.00 0.00 0.02
C -3.401005 1.885573 4.588585 0.00 -0.01 -0.04
C -2.195344 1.464149 4.043136 -0.01 0.05 0.04
C -0.500936 -1.198639 1.956844 0.03 0.04 -0.05
C 0.064723 -2.032707 2.887502 -0.01 0.10 0.00
C -0.156223 -3.426093 2.843599 -0.04 -0.07 -0.05
C -0.928367 -3.960742 1.853215 0.03 -0.01 0.04
C -1.517573 -3.137175 0.860582 -0.04 0.11 0.03
C -2.282391 -3.686756 -0.197141 0.02 -0.01 0.00
C -2.806295 -2.886928 -1.172307 0.00 -0.03 -0.03
C -2.593812 -1.493042 -1.132258 -0.01 0.01 0.05
C -1.867173 -0.935822 -0.117271 -0.12 -0.05 0.06
C -1.309508 -1.735140 0.911256 -0.06 -0.12 0.09
H 0.847034 1.039342 4.437776 -0.01 -0.01 -0.03
H 1.310148 2.317656 3.310288 0.03 0.00 -0.01
H 2.069841 0.721204 3.178438 0.01 0.01 0.00
H -2.893288 1.926256 0.765153 0.02 0.03 -0.11
H -5.016912 2.667943 1.723929 0.00 0.00 0.01
H -5.356676 2.657024 4.172284 0.00 0.00 0.00
H -3.542170 1.870731 5.661034 0.00 0.00 0.00
H -1.416296 1.122191 4.716929 -0.03 0.02 -0.01
H 0.688406 -1.628216 3.677771 0.01 -0.01 -0.01
H 0.288118 -4.063397 3.596446 0.00 0.00 0.00
H -1.099822 -5.029466 1.808416 0.00 0.00 0.00
H -2.438858 -4.758319 -0.222048 -0.01 0.00 0.00
H -3.388517 -3.317824 -1.975879 0.00 0.00 0.00
H -3.013952 -0.860547 -1.904617 -0.01 0.01 -0.01
H -1.721727 0.138368 -0.102287 -0.05 0.06 0.02
```
Forces are in eV/Å.

Properties
Total energy   -119609.7730 eV
Net charge   +1
Strongest force on any atom   0.597 eV/Å
HOMO level (spin up / spin down)   -0.396 / -0.390 Eh
LUMO energy (spin up / spin down)   -3.6 / -4.9 eV
Kohn-Sham gap (spin up / spin down)   7.17 / 5.74 eV
Spin multiplicity   2